(1)
C24H13CaCl5F3N2O4S | wB97M-V/def2-TZVPD

Positions of all 53 atoms, in Å:
Ca1 0.57 1.21 0.06
C1 7.20 2.13 4.25
C2 6.30 1.97 3.05
C3 4.92 1.93 3.20
C4 4.08 1.78 2.10
C5 4.65 1.67 0.83
C6 6.02 1.72 0.67
C7 6.84 1.86 1.78
S1 3.60 1.47 -0.58
O1 2.57 2.52 -0.50
O2 4.47 1.47 -1.73
N1 2.73 0.19 -0.38
C8 3.10 -1.13 -0.42
C9 4.37 -1.65 -0.50
C10 4.58 -3.04 -0.53
C11 3.54 -3.93 -0.49
C12 2.21 -3.43 -0.42
C13 1.07 -4.27 -0.41
C14 -0.17 -3.71 -0.37
C15 -0.29 -2.31 -0.31
N2 0.74 -1.50 -0.30
C16 1.99 -2.04 -0.37
H1 6.62 2.30 5.16
H2 7.88 2.97 4.12
H3 7.80 1.23 4.40
H4 4.48 2.02 4.18
H5 3.01 1.77 2.23
H6 6.44 1.64 -0.33
H7 7.92 1.90 1.65
H8 5.22 -0.98 -0.56
H9 5.60 -3.41 -0.59
H10 3.70 -5.00 -0.53
H11 1.21 -5.34 -0.45
H12 -1.06 -4.32 -0.37
H13 -1.27 -1.84 -0.28
Cl1 -1.70 2.16 -2.51
C17 -2.66 1.40 -1.26
C18 -1.98 0.74 -0.25
C19 -2.79 0.21 0.74
Cl2 -2.02 -0.59 2.09
C20 -4.19 0.28 0.73
Cl3 -5.14 -0.42 1.99
C21 -4.81 0.94 -0.32
Cl4 -6.54 1.05 -0.38
C22 -4.04 1.52 -1.33
Cl5 -4.82 2.36 -2.63
F1 1.51 5.29 2.02
C23 0.86 4.39 2.76
F2 -0.20 5.00 3.31
F3 1.68 4.04 3.77
C24 0.43 3.17 1.90
O3 0.81 2.04 2.28
O4 -0.23 3.43 0.88

frontier orbital gap: 0.29189 Eh
multiplicity: 1
charge: -1
HOMO level: -5.60 eV

---

(2)
C24H13F9IO2SV | wB97M-V/def2-TZVPD

Positions of all 51 atoms, in Å:
V1 -0.16 0.72 0.28
I1 1.86 -1.06 0.05
C1 2.26 -0.61 2.09
C2 3.47 -0.96 2.58
C3 3.72 -0.76 3.96
C4 2.74 -0.27 4.76
C5 1.47 0.09 4.24
C6 0.43 0.57 5.08
C7 -0.78 0.90 4.55
C8 -1.01 0.82 3.16
C9 -0.04 0.39 2.28
C10 1.21 -0.04 2.85
H1 4.23 -1.40 1.95
H2 4.69 -1.03 4.37
H3 2.91 -0.15 5.83
H4 0.63 0.66 6.14
H5 -1.57 1.25 5.21
H6 -1.97 1.13 2.78
C11 -10.74 2.99 -0.23
C12 -9.29 2.60 -0.38
O1 -8.39 3.38 -0.41
S1 -9.09 0.81 -0.48
C13 -7.34 0.63 -0.40
C14 -6.81 -0.21 0.58
C15 -5.44 -0.40 0.67
C16 -4.58 0.26 -0.20
C17 -5.12 1.09 -1.19
C18 -6.49 1.27 -1.29
C19 -3.15 0.13 -0.06
C20 -1.95 0.04 0.11
H7 -10.91 3.96 -0.69
H8 -10.96 3.06 0.84
H9 -11.41 2.24 -0.66
H10 -7.48 -0.71 1.27
H11 -5.03 -1.05 1.43
H12 -4.45 1.59 -1.88
H13 -6.90 1.91 -2.06
F1 -1.08 5.37 0.89
C21 -1.21 4.20 0.27
F2 -1.95 4.37 -0.82
F3 -1.86 3.36 1.08
C22 0.18 3.60 -0.11
O2 0.02 2.29 -0.52
C23 0.80 4.40 -1.30
F4 0.74 5.71 -1.11
F5 2.08 4.05 -1.46
F6 0.16 4.11 -2.43
C24 1.15 3.70 1.14
F7 1.81 4.86 1.17
F8 2.04 2.71 1.08
F9 0.49 3.58 2.29

frontier orbital gap (alpha / beta): 0.27540 / 0.29852 Eh
multiplicity: 3
charge: 0
expectation value of S²: 2.022
HOMO level (alpha / beta): -8.02 / -8.52 eV

---

(3)
C24H15BCo2F3NO6 | wB97M-V/def2-TZVPD

Positions of all 52 atoms, in Å:
O1 -2.04 1.87 -2.80
C1 -1.13 1.32 -2.35
Co1 0.19 0.42 -1.70
C2 1.36 1.65 -2.19
O2 2.00 2.52 -2.59
C3 -0.58 0.25 -0.14
O3 -1.17 0.15 0.86
C4 -0.09 -1.24 -2.70
C5 -1.38 -1.92 -2.58
C6 -1.89 -2.34 -1.33
C7 -3.19 -2.82 -1.23
C8 -3.99 -2.97 -2.38
C9 -3.44 -2.69 -3.64
C10 -2.14 -2.18 -3.75
C11 0.74 -1.13 -3.85
C12 0.71 -0.83 -5.15
Co2 1.67 -1.42 -2.39
C13 1.74 -1.65 -0.63
O4 1.89 -1.98 0.47
C14 3.07 -0.33 -2.72
O5 4.10 0.16 -2.91
C15 2.48 -2.90 -2.93
O6 3.05 -3.80 -3.38
H1 -1.24 -2.28 -0.46
H2 -3.59 -3.08 -0.25
H3 -5.01 -3.34 -2.30
H4 -4.01 -2.85 -4.55
H5 -1.69 -1.97 -4.72
H6 1.65 -0.87 -5.71
H7 -0.20 -0.52 -5.67
C16 -0.71 3.49 4.10
N1 0.13 2.52 3.42
C17 0.56 2.56 2.11
B1 0.00 3.78 1.18
F1 0.43 3.57 -0.13
F2 -1.41 3.69 1.30
F3 0.55 4.94 1.75
C18 1.34 1.44 1.85
C19 1.40 0.68 3.07
C20 0.62 1.38 4.03
C21 0.37 0.87 5.30
C22 0.92 -0.39 5.61
C23 1.70 -1.09 4.68
C24 1.95 -0.56 3.41
H8 -0.74 3.20 5.15
H9 -0.28 4.50 4.01
H10 -1.71 3.50 3.67
H11 1.90 1.21 0.96
H12 -0.25 1.43 5.99
H13 0.72 -0.83 6.59
H14 2.13 -2.05 4.95
H15 2.56 -1.08 2.67

frontier orbital gap: 0.12591 Eh
multiplicity: 1
charge: 0
HOMO level: -7.27 eV

---

(4)
C24H15BiF6N4O6S2 | wB97M-V/def2-TZVPD

Positions of all 58 atoms, in Å:
Bi1 -1.29 0.03 0.62
C1 4.37 -1.39 0.86
C2 3.35 -1.30 -0.07
C3 2.11 -0.81 0.31
C4 1.90 -0.41 1.62
C5 2.92 -0.50 2.56
C6 4.15 -0.99 2.17
N1 0.60 0.07 1.97
N2 0.44 0.47 3.13
C7 -0.85 0.91 3.49
C8 -0.98 1.42 4.77
C9 -2.21 1.90 5.18
C10 -3.29 1.85 4.30
C11 -3.14 1.33 3.02
C12 -1.92 0.84 2.60
H1 5.34 -1.78 0.56
H2 3.51 -1.61 -1.10
H3 1.32 -0.72 -0.42
H4 2.74 -0.19 3.58
H5 4.95 -1.06 2.90
H6 -0.11 1.45 5.42
H7 -2.34 2.30 6.18
H8 -4.25 2.23 4.62
H9 -4.00 1.31 2.36
O1 -2.12 -3.96 1.90
C13 -1.71 -3.03 1.26
O2 -1.64 -1.80 1.69
C14 -1.22 -3.23 -0.16
C15 -1.17 -4.53 -0.69
C16 -0.70 -4.69 -1.96
C17 -0.29 -3.56 -2.71
C18 0.22 -3.65 -4.02
C19 0.62 -2.53 -4.69
C20 0.49 -1.26 -4.08
C21 -0.01 -1.14 -2.82
C22 -0.40 -2.29 -2.10
N3 -0.86 -2.15 -0.82
H10 -1.50 -5.36 -0.08
H11 -0.64 -5.68 -2.41
H12 0.30 -4.63 -4.48
H13 1.01 -2.60 -5.69
H14 0.79 -0.37 -4.62
H15 -0.13 -0.16 -2.35
F1 2.48 2.92 -2.20
C23 1.49 2.95 -3.08
F2 1.88 2.33 -4.19
F3 1.20 4.21 -3.38
S1 -0.01 2.09 -2.41
O3 0.54 1.15 -1.44
O4 -0.68 1.55 -3.55
N4 -0.88 3.23 -1.75
S2 -0.65 3.66 -0.25
O5 -1.00 2.61 0.71
O6 0.54 4.39 0.01
C24 -2.06 4.83 -0.11
F4 -2.00 5.40 1.09
F5 -3.21 4.17 -0.21
F6 -2.00 5.76 -1.04

frontier orbital gap: 0.27514 Eh
multiplicity: 1
charge: 0
HOMO level: -9.21 eV

---

(5)
C24H15Br2Cl3N2O2Ru | wB97M-V/def2-TZVPD

Positions of all 49 atoms, in Å:
Ru1 -0.02 -0.05 -0.28
Cl1 3.97 -4.74 4.66
C1 3.08 -3.51 3.89
C2 2.66 -2.39 4.63
C3 1.96 -1.37 4.04
Cl2 1.43 -0.02 4.93
C4 1.62 -1.40 2.62
O1 1.02 -0.48 2.05
C5 2.05 -2.60 1.90
C6 1.67 -2.68 0.53
O2 1.02 -1.84 -0.10
C7 2.76 -3.61 2.54
H1 2.89 -2.34 5.68
H2 2.00 -3.59 0.00
H3 3.06 -4.48 1.98
Br1 -0.85 -1.82 -6.74
C8 -0.61 -1.36 -4.93
C9 0.10 -2.18 -4.05
C10 0.24 -1.78 -2.74
N1 -0.26 -0.65 -2.25
C11 -0.95 0.16 -3.09
C12 -1.14 -0.17 -4.42
C13 -1.48 1.38 -2.48
C14 -2.20 2.32 -3.21
C15 -2.68 3.46 -2.58
Br2 -3.65 4.75 -3.53
C16 -2.42 3.61 -1.22
C17 -1.70 2.63 -0.57
N2 -1.21 1.53 -1.16
H4 0.53 -3.11 -4.39
H5 0.79 -2.42 -2.06
H6 -1.69 0.48 -5.08
H7 -2.40 2.18 -4.25
H8 -2.77 4.47 -0.67
H9 -1.49 2.73 0.48
Cl3 1.27 4.18 1.66
C18 -0.07 3.89 2.70
C19 -0.49 4.91 3.54
C20 -1.61 4.73 4.35
C21 -2.30 3.52 4.33
C22 -1.88 2.49 3.51
C23 -0.74 2.62 2.67
C24 -0.37 1.61 1.80
H10 0.04 5.84 3.55
H11 -1.93 5.53 5.01
H12 -3.17 3.38 4.95
H13 -2.41 1.55 3.50
H14 -0.95 0.68 1.79
H15 0.56 1.71 1.22

frontier orbital gap (alpha / beta): 0.20798 / 0.18535 Eh
multiplicity: 5
charge: +2
expectation value of S²: 6.082
HOMO level (alpha / beta): -12.44 / -13.84 eV

---

(6)
C24H16BrIrN8O2 | wB97M-V/def2-TZVPD

Positions of all 52 atoms, in Å:
Ir1 -0.10 0.02 -0.61
N1 -0.69 1.98 -4.27
C1 -0.10 2.05 -3.08
N2 -0.46 0.98 -2.39
C2 -1.28 0.29 -3.24
N3 -1.44 0.87 -4.39
C3 -1.82 -0.98 -2.76
C4 -2.69 -1.80 -3.47
N4 -3.13 -2.94 -2.96
C5 -2.69 -3.28 -1.75
C6 -1.82 -2.48 -1.03
N5 -1.39 -1.33 -1.53
H1 -0.62 2.63 -5.05
H2 0.56 2.84 -2.76
H3 -3.03 -1.51 -4.46
H4 -3.04 -4.22 -1.34
H5 -1.47 -2.76 -0.04
C7 1.19 -2.45 2.71
C8 1.10 -1.87 1.44
N6 0.15 -1.00 1.14
C9 -0.77 -0.67 2.09
C10 -0.76 -1.20 3.37
C11 0.26 -2.13 3.67
C12 -1.77 -0.79 4.31
C13 -2.72 0.11 3.95
C14 -2.75 0.66 2.62
C15 -3.71 1.60 2.19
C16 -3.65 2.07 0.90
C17 -2.64 1.62 0.04
N7 -1.73 0.74 0.43
C18 -1.78 0.27 1.71
H6 1.98 -3.16 2.91
H7 1.81 -2.09 0.66
H8 0.32 -2.57 4.66
H9 -1.75 -1.20 5.31
H10 -3.47 0.42 4.66
H11 -4.48 1.94 2.87
H12 -4.37 2.79 0.53
H13 -2.58 1.98 -0.98
Br1 6.32 3.52 1.15
C19 5.56 2.13 0.16
C20 6.37 1.30 -0.62
N8 5.90 0.29 -1.35
C21 4.60 0.06 -1.33
C22 3.71 0.84 -0.58
C23 4.20 1.90 0.18
C24 2.29 0.54 -0.60
O1 1.42 1.24 0.03
O2 1.79 -0.45 -1.25
H14 7.44 1.46 -0.65
H15 4.23 -0.76 -1.94
H16 3.53 2.51 0.77

frontier orbital gap: 0.26962 Eh
multiplicity: 1
charge: +2
HOMO level: -13.89 eV

---

For the records above, the corresponding energy values read -136315.20002 -98274.09912 -122988.26084 -87190.47946 -212422.76581 -114034.21927 eV.